ORCA calculation (wB97M-V/def2-TZVPD) on a cluster of 2 separate species, C13H19N in total at a distorted geometry.

Last column: Mulliken charge in e.
Atoms and positions in Å:
C (-0.93, 1.48, -2.16)  -1.3029
C (0.98, -0.24, -1.52)  1.0961
C (0.34, 1.08, -1.54)  0.4316
C (2.29, -0.08, -0.98)  -0.5722
C (1.19, 1.87, -0.85)  -0.4413
C (1.41, -2.56, -1.86)  -0.8989
C (2.63, -2.42, -1.22)  -0.4246
C (0.52, -1.47, -1.92)  -0.1095
C (3.16, -1.16, -0.94)  -0.6398
N (2.41, 1.25, -0.57)  -0.0639
H (1.01, -3.55, -2.03)  0.3279
H (3.29, -3.24, -0.97)  0.4017
H (-0.51, -1.64, -2.20)  0.3477
H (4.21, -1.02, -0.60)  0.2950
H (-0.82, 2.14, -3.01)  0.3675
H (-1.62, 2.02, -1.53)  0.3675
H (1.22, 2.96, -0.88)  0.3951
H (3.33, 1.58, -0.33)  0.2116
H (-1.54, 0.65, -2.55)  0.2848
C (-1.56, 0.02, 1.59)  1.6221
C (-2.90, -0.35, 2.20)  -1.7948
C (-1.44, 1.55, 1.42)  -1.0743
C (-0.46, -0.57, 2.46)  -1.5187
H (-1.47, -0.42, 0.58)  -0.1763
H (-3.25, 0.21, 3.07)  0.3745
H (-2.94, -1.31, 2.71)  0.4777
H (-0.90, 1.99, 2.29)  0.2992
H (-1.17, 1.89, 0.42)  -0.1160
H (-2.44, 1.99, 1.38)  0.3906
H (0.05, -1.44, 2.00)  0.2646
H (0.45, -0.01, 2.69)  0.3561
H (-0.84, -0.85, 3.43)  0.4147
H (-3.67, -0.35, 1.42)  0.4071

Computed properties:
- ΔE to the lowest compared entry with this formula, charge and spin (kcal per mole) = 33.36
- SMILES = Cc1c[nH]c2ccccc12.CC(C)C
- frontier orbital gap (eV) = 8.707
- M (g mol⁻¹) = 189.30
- E_HOMO (eV) = -7.79
- DFT total energy (eV) = -15278.36538